No. 1
Below is a 2-piece molecular cluster, CH6BN overall in a non-equilibrium geometry, with properties calculated with ωB97M-V/def2-TZVPD.

The geometry in XYZ format:
```
9
Properties=species:S:1:pos:R:3:forces:R:3
H -1.255 -1.166 -1.088 0.00 0.05 0.09
H 1.061 0.036 1.666 0.14 0.01 -0.05
C 0.077 0.120 1.214 0.01 -0.01 -0.27
H -0.359 1.040 1.598 -0.05 0.15 -0.01
N -0.530 -0.497 -1.303 -0.24 -0.23 -0.59
H -0.529 -0.711 1.574 -0.15 -0.12 0.00
H 1.733 1.405 -1.030 -2.38 -1.81 0.88
B 0.167 0.164 -0.341 2.57 1.89 -0.07
H -0.365 -0.393 -2.290 0.08 0.08 0.03
```
Positions in Å, forces in eV/Å.

Computed properties:
* HOMO-LUMO gap: 0.33743 Ha


No. 2
Below is a single CH6BN molecule in a non-equilibrium geometry, with properties calculated with ωB97M-V/def2-TZVPD.

The geometry in XYZ format:
```
9
Properties=species:S:1:pos:R:3:forces:R:3
C -0.948 -0.544 -0.586 -0.54 -1.59 -0.75
H 2.107 0.929 1.042 2.19 0.15 -0.43
H 1.020 -0.291 -0.919 2.28 -1.06 -2.11
H -0.892 -1.689 -0.877 -0.14 2.08 0.95
H -1.317 -0.048 -1.477 -0.80 -0.06 -0.14
H -1.616 -0.361 0.269 0.15 -0.28 -0.43
B 1.006 0.777 0.984 -5.21 -2.21 -3.10
H 0.312 1.199 1.922 0.24 -0.57 -1.04
N 0.327 0.028 -0.357 1.83 3.55 7.05
```
Positions in Å, forces in eV/Å.

Computed properties:
* HOMO-LUMO gap: 0.36742 Ha
* SMILES string: BNC


No. 3
Below is a 2-piece molecular cluster, CH6Cl3NSi2 overall in a non-equilibrium geometry, with properties calculated with ωB97M-V/def2-TZVPD.

The geometry in XYZ format:
```
13
Properties=species:S:1:pos:R:3:forces:R:3
Si -0.576 0.893 0.573 0.52 -2.73 1.84
N 1.010 0.447 0.015 1.93 -0.48 0.10
H 1.669 1.983 -2.237 0.36 -0.88 0.53
Si 1.536 0.527 -1.746 -2.22 1.54 0.95
H -0.749 1.690 1.902 0.30 -0.69 -1.20
Cl -3.139 -1.496 0.984 -0.36 -0.19 0.10
H -1.286 1.430 -0.566 -0.38 0.13 -0.27
H 2.703 -0.247 -2.211 -0.17 -0.19 0.41
Cl -0.524 -2.603 0.495 0.25 -0.43 -0.15
H 0.176 0.223 -2.290 0.58 -0.41 -0.50
H 1.717 -0.027 0.661 -1.62 1.09 -1.02
Cl -1.104 -1.424 3.079 -0.11 -0.18 0.00
C -1.432 -1.395 1.342 0.93 3.41 -0.80
```
Positions in Å, forces in eV/Å.

Computed properties:
* HOMO-LUMO gap: 0.32196 Ha